1.
C5H4S as an isolated structure, computed with wB97M-V/def2-TZVPD.

```
10
Properties=species:S:1:pos:R:3:mulliken_charge:R:1
C 0.907 1.846 -0.479 -0.551
H 0.025 -0.392 2.026 0.558
C 0.193 -0.255 1.012 -0.183
H -1.531 -1.080 -0.211 0.312
C -0.883 -0.251 -0.086 -0.700
H 0.508 -0.052 -1.922 0.607
H -1.534 0.704 0.180 0.261
C 0.350 -0.232 -0.942 -0.112
C 0.700 1.080 0.488 -0.017
S 1.265 -1.369 -0.066 -0.175
```

Values from the calculation:
- Charge: 0
- LUMO energy: -0.010 Eh
- Orbital gap: 9.0 eV

---

2.
C5H4S in the gas phase, computed with wB97M-V/def2-TZVPD.

```
10
Properties=species:S:1:pos:R:3:mulliken_charge:R:1
C -1.316 -0.100 -0.952 -0.849
H 1.426 -0.536 1.786 0.558
C 0.280 -1.527 0.347 -0.501
H 0.293 1.764 0.755 0.455
C 1.022 -0.391 0.873 -0.063
S 1.934 0.449 -0.510 -0.052
C -0.611 -1.151 -0.498 0.460
C 0.494 0.893 0.326 -0.596
H -1.613 0.169 -1.915 0.323
H -1.908 0.428 -0.212 0.265
```

Values from the calculation:
- Charge: 0
- LUMO energy (spin up / spin down): -0.017 / -0.046 Eh
- Orbital gap (spin up / spin down): 8.2 / 6.6 eV

---

3.
C5H4S as an isolated structure, computed with wB97M-V/def2-TZVPD.

```
10
Properties=species:S:1:pos:R:3:mulliken_charge:R:1
C 0.114 0.990 -0.306 -0.162
C 0.803 -1.354 -0.178 0.297
C -0.462 -0.887 -0.425 -0.601
C 1.738 -0.744 0.359 -0.361
C -0.676 0.194 0.559 -0.537
H -0.399 1.673 -0.922 0.395
S 1.850 0.940 -0.003 -0.042
H -1.726 0.407 0.600 0.261
H -0.233 -0.013 1.514 0.281
H -1.007 -1.208 -1.198 0.469
```

Values from the calculation:
- Charge: 0
- LUMO energy (spin up / spin down): -0.040 / -0.040 Eh
- Orbital gap (spin up / spin down): 7.5 / 7.5 eV

---

4.
C5H4S3 in the gas phase, computed with wB97M-V/def2-TZVPD.

```
12
Properties=species:S:1:pos:R:3:mulliken_charge:R:1
H -0.605 -0.480 -1.326 0.280
C 0.842 -1.027 0.960 -0.298
S 1.042 1.423 -1.949 -0.255
H -2.191 -0.740 -0.608 0.370
H 2.983 -0.540 1.498 0.410
C -0.518 -1.342 0.631 -0.190
S -1.310 -2.585 1.299 -0.214
C 0.044 2.047 -0.839 -0.075
C 1.982 -0.758 1.217 0.267
H 0.096 3.143 -0.592 0.275
C -1.164 -0.440 -0.401 -0.582
S -1.199 1.299 0.110 0.014
```

Values from the calculation:
- Charge: 0
- LUMO energy: -0.042 Eh
- Orbital gap: 7.9 eV
- SMILES: C#CC(=S)CSC=S

---

5.
A 24-piece molecular cluster, C5H58N3O25S overall, computed with wB97M-V/def2-TZVPD.

```
92
Properties=species:S:1:pos:R:3:mulliken_charge:R:1
O -2.787 -1.675 1.802 -0.525
S -2.199 -2.788 0.902 0.798
H 5.442 0.534 9.473 0.322
O -0.555 -2.418 -5.678 -0.611
H 0.442 -6.430 -5.397 0.296
O 5.778 0.561 8.565 -0.676
O 5.102 0.398 1.608 -0.549
H 6.114 2.363 5.693 0.367
O -6.787 0.350 -1.172 -0.646
H -2.053 -3.538 -1.463 0.199
H -5.478 4.960 -0.507 0.335
H 6.696 -2.192 2.137 0.326
H 0.464 0.916 -6.877 0.334
O 1.253 -0.842 3.782 -0.631
O -4.945 5.302 0.226 -0.618
H -1.687 1.086 -2.621 0.406
H 7.552 -1.114 2.799 0.330
H 5.600 1.469 8.277 0.423
O 6.331 2.507 6.627 -0.699
H 0.830 0.001 3.561 0.292
O -2.715 3.342 -4.067 -0.628
O 9.023 2.612 4.029 -0.617
H 0.316 0.092 -10.364 0.326
O -6.548 3.527 -1.550 -0.601
O 6.652 -1.474 2.787 -0.656
O -2.752 1.220 2.122 -0.571
H 6.892 1.751 6.856 0.332
H -1.531 4.287 0.389 0.327
C -0.944 1.427 -0.677 0.370
H -0.332 -3.492 -3.880 0.304
H -3.705 -2.666 -1.214 0.402
H 1.298 -5.353 -4.735 0.292
H -7.320 0.008 -1.905 0.302
H -0.298 -4.373 -2.634 0.314
H 3.485 1.708 -0.110 0.266
H -0.597 -3.504 3.115 0.348
H 9.240 3.399 3.507 0.312
O 0.013 -3.521 -2.975 -0.605
H -4.780 0.397 -1.379 0.277
O 6.104 2.381 3.548 -0.724
O -1.186 4.257 1.294 -0.623
H -0.813 -2.971 1.141 0.210
H 6.372 3.232 3.925 0.321
O 2.638 1.574 0.342 -0.542
H 2.189 -0.696 3.576 0.311
H 2.892 1.274 1.228 0.251
C -2.567 -2.602 -0.930 -0.579
H -6.893 3.556 -2.455 0.300
O 0.349 -3.613 3.292 -0.646
H -0.298 2.336 -1.102 0.488
H 0.025 -1.086 -2.383 0.301
O -0.381 -6.371 -7.482 -0.626
H 1.062 0.321 -0.679 0.260
H -1.411 -1.966 -5.736 0.277
O 0.398 -5.712 -4.747 -0.565
N -1.970 -1.373 -1.580 0.304
H -5.460 5.077 1.016 0.291
H -8.344 -1.254 1.912 0.312
H -2.893 4.250 -4.356 0.322
H -0.277 -0.342 -9.026 0.311
H -0.080 -0.123 0.761 -0.095
H 8.056 2.558 3.979 0.379
H 4.314 2.855 10.368 0.314
H -7.302 0.125 -0.383 0.321
H 0.616 -2.762 3.669 0.370
H -1.348 -6.425 -7.532 0.312
C -2.750 -0.111 -1.288 -0.273
H -4.309 -0.281 0.206 0.187
H -0.164 -5.584 -8.004 0.314
H -3.051 3.315 -3.159 0.303
O 4.047 2.003 9.991 -0.628
H 3.100 2.112 9.813 0.302
H -3.098 1.250 1.217 0.322
H -6.883 -0.820 1.999 0.305
H -1.428 1.849 0.328 -0.775
C -0.488 -1.227 -1.315 -0.749
H 1.842 0.335 -6.570 0.301
H 5.948 0.532 1.155 0.276
O -0.531 -0.042 -9.912 -0.637
H -3.063 0.368 2.464 0.343
H 5.355 0.098 2.494 0.280
N -2.083 1.230 -1.653 -0.195
H -6.859 2.675 -1.209 0.311
H 0.019 -2.202 -0.858 0.367
H -1.497 3.405 1.635 0.326
H 0.060 -1.812 -6.119 0.307
C -0.070 0.067 -0.398 0.092
O -2.871 -4.142 1.352 -0.590
N -4.020 -0.030 -0.772 -0.020
O 0.953 0.079 -6.857 -0.637
O -7.622 -0.894 1.376 -0.631
H 5.158 2.490 3.371 0.277
```

Values from the calculation:
- Charge: +1
- LUMO energy: -0.174 Eh
- Orbital gap: 7.0 eV

---

6.
C5H5Cl2HoNO5Rh as an isolated structure, computed with wB97M-V/def2-TZVPD.

```
20
Properties=species:S:1:pos:R:3:mulliken_charge:R:1
O -1.192 -0.935 1.711 -0.732
C 0.272 -1.925 -4.037 0.294
H -2.055 -2.563 2.574 0.334
O 1.535 1.644 0.577 -0.038
Ho -0.291 -0.340 -2.257 1.301
Cl -2.065 -2.000 -1.657 -0.179
O 0.599 1.130 -5.481 0.074
O -0.145 0.557 3.080 -0.056
H -2.750 -2.891 4.098 0.370
C -0.868 -0.418 2.880 1.017
C 0.292 0.674 -4.465 0.156
C -1.447 -1.234 4.037 -0.564
Cl -1.477 1.902 -1.521 0.015
H -3.299 -1.659 3.177 0.363
H -0.675 -1.821 4.543 0.389
C 0.564 1.017 0.418 0.496
O 0.480 -2.738 -4.827 0.060
N -2.446 -2.165 3.444 -0.286
H -1.935 -0.626 4.791 0.460
Rh -1.151 0.422 0.176 0.526
```

Values from the calculation:
- Spin multiplicity: 9
- Charge: +4
- LUMO energy (spin up / spin down): -0.582 / -0.722 Eh
- Orbital gap (spin up / spin down): 8.7 / 5.9 eV

---

7.
C5H5Cl2N3 in the gas phase, computed with wB97M-V/def2-TZVPD.

```
15
Properties=species:S:1:pos:R:3:mulliken_charge:R:1
N 0.231 0.762 0.561 -0.444
H -0.912 -1.834 -1.134 0.346
C -0.895 1.339 0.962 -0.174
C -2.155 -0.407 -0.138 -0.123
H -3.160 -0.936 -0.210 0.321
Cl 4.022 -1.026 0.124 -0.032
Cl 3.148 1.472 -0.901 -0.029
C -0.958 -0.921 -0.586 -0.618
H 1.924 -1.436 -1.144 0.305
N 2.705 0.049 0.104 -0.056
N 1.519 -0.568 -0.760 -0.234
C 0.261 -0.282 -0.255 0.610
H -2.981 0.861 1.208 0.274
H -0.640 2.149 1.593 0.452
C -2.109 0.779 0.577 -0.598
```

Values from the calculation:
- Charge: 0
- LUMO energy: -0.002 Eh
- Orbital gap: 8.6 eV
- SMILES: ClN(Cl)Nc1ccccn1

---

8.
C5H5Cl2NO4S2 in the gas phase, computed with wB97M-V/def2-TZVPD.

```
19
Properties=species:S:1:pos:R:3:mulliken_charge:R:1
C -1.327 1.022 0.260 0.750
S 0.608 -1.368 -1.666 1.165
O -0.349 0.560 2.886 -0.624
C -1.949 1.000 -1.008 -0.473
Cl -0.575 -2.592 -0.541 -0.162
Cl -2.105 1.829 1.500 -0.121
C -1.431 0.399 -2.119 -0.283
H 2.537 0.127 2.713 0.390
C 2.100 0.363 1.730 -0.939
O 0.644 -1.931 -3.003 -0.578
H -3.073 1.381 -1.078 0.220
H -1.925 0.673 -3.128 0.317
N -0.210 0.372 0.404 -0.357
H 2.127 1.381 1.426 0.334
H 2.558 -0.355 1.100 0.350
S 0.370 -0.172 1.900 1.074
C -0.068 0.124 -2.246 0.013
O 1.841 -1.206 -0.961 -0.528
O 0.226 -1.606 1.831 -0.549
```

Values from the calculation:
- Charge: 0
- LUMO energy (spin up / spin down): -0.085 / -0.085 Eh
- Orbital gap (spin up / spin down): 7.6 / 7.6 eV

---

9.
C5H5Cl3 in the gas phase, computed with wB97M-V/def2-TZVPD.

```
13
Properties=species:S:1:pos:R:3:mulliken_charge:R:1
H -2.098 0.292 0.120 0.243
H 0.678 2.549 0.295 0.164
C -0.253 1.899 -0.017 -0.923
Cl 1.623 -1.134 -1.431 -0.079
Cl 2.648 1.315 0.100 -0.206
C -1.166 -1.768 -0.091 -0.599
C -0.007 0.569 -0.048 0.649
C -1.272 -0.433 -0.014 -0.161
Cl 1.710 -1.019 1.425 -0.108
C 1.336 -0.016 -0.088 0.273
H -1.923 -2.483 0.113 0.302
H -0.108 -2.072 -0.163 0.062
H -1.167 2.302 -0.200 0.384
```

Values from the calculation:
- Charge: 0
- LUMO energy: 0.007 Eh
- Orbital gap: 9.8 eV
- SMILES: C=CC(=C)C(Cl)(Cl)Cl

---

10.
C5H5ClF2 in the gas phase, computed with wB97M-V/def2-TZVPD.

```
13
Properties=species:S:1:pos:R:3:mulliken_charge:R:1
H -1.817 -0.161 1.114 0.297
H 1.861 0.822 -0.478 0.360
C -0.893 -0.571 0.720 -0.724
F 0.288 2.123 -0.576 -0.292
C 0.784 0.888 -0.403 0.061
F 0.530 -0.192 -2.600 -0.301
H 0.065 1.197 1.644 0.318
C 0.316 0.360 0.977 -0.020
H -1.387 -1.555 -1.335 0.416
H -0.727 -1.513 1.261 0.320
C -0.813 -0.830 -0.782 -0.485
Cl 1.667 -0.484 1.789 -0.211
C 0.126 -0.083 -1.330 0.262
```

Values from the calculation:
- Charge: 0
- LUMO energy: 0.036 Eh
- Orbital gap: 11.0 eV
- SMILES: FC1=CC[C@@H](Cl)[C@@H]1F

---

11.
C5H5ClN4S in the gas phase, computed with wB97M-V/def2-TZVPD.

```
16
Properties=species:S:1:pos:R:3:mulliken_charge:R:1
C -1.072 1.059 0.977 -0.529
H 0.943 1.354 1.662 0.433
C -2.224 0.266 0.951 0.518
N 0.154 0.378 -1.407 -0.545
N -0.681 1.223 -0.995 0.351
C 1.467 -1.665 -1.366 -1.081
S -1.292 2.485 -1.703 -0.174
H 2.101 -1.352 -2.261 0.304
H 0.779 -2.317 -1.847 0.287
C 0.312 0.540 1.517 0.044
H -1.229 2.102 1.045 0.401
Cl -0.033 -0.197 3.095 -0.163
C 0.789 -0.613 -0.562 0.731
N 0.937 -0.487 0.686 -0.501
H 2.174 -2.357 -0.820 0.324
N -3.123 -0.417 1.029 -0.400
```

Values from the calculation:
- Charge: 0
- LUMO energy: -0.051 Eh
- Orbital gap: 7.9 eV

---

12.
C5H5ClO in the gas phase, computed with wB97M-V/def2-TZVPD.

```
12
Properties=species:S:1:pos:R:3:mulliken_charge:R:1
O -3.216 -1.703 -0.660 -0.451
C 0.460 0.839 -0.615 -0.808
Cl -3.762 0.798 -0.092 -0.209
C -0.345 -1.291 0.712 -0.384
C -1.647 -0.578 0.887 -0.420
H -0.181 1.171 -1.526 0.263
H -1.820 -0.024 1.808 0.388
H 0.056 -2.273 1.016 0.340
H 1.399 0.310 -0.847 0.264
C -2.841 -0.740 -0.048 0.543
H 0.627 1.738 0.042 0.261
C -0.262 -0.140 0.151 0.213
```

Values from the calculation:
- Charge: 0
- LUMO energy: 0.029 Eh
- Orbital gap: 10.7 eV
- SMILES: CC1=C[C@@H]1C(=O)Cl

---

13.
C5H5ClO as an isolated structure, computed with wB97M-V/def2-TZVPD.

```
12
Properties=species:S:1:pos:R:3:mulliken_charge:R:1
H -1.261 -1.721 0.222 0.469
H 0.049 1.973 0.847 0.467
C -0.054 0.998 0.363 -0.054
C 0.479 -0.344 0.976 -0.142
C -0.687 -0.800 0.069 -0.060
H -0.036 -1.118 -2.172 0.386
C 0.355 0.782 -1.106 -0.589
O -1.373 0.437 0.405 -0.411
H 1.502 -0.658 0.736 0.309
C -0.088 -0.457 -1.301 -0.572
H 0.874 1.484 -1.756 0.401
Cl 0.240 -0.576 2.716 -0.204
```

Values from the calculation:
- Charge: 0
- LUMO energy: 0.037 Eh
- Orbital gap: 10.8 eV

---

14.
A 2-piece molecular cluster, C5H5ClO overall, computed with wB97M-V/def2-TZVPD.

```
12
Properties=species:S:1:pos:R:3:mulliken_charge:R:1
H -2.595 -0.132 -1.172 0.254
Cl 0.329 -3.033 0.306 -0.279
O 2.745 2.691 0.986 -0.338
C -2.194 -0.381 -0.168 -0.771
C 2.228 1.917 0.300 0.694
C 0.320 0.578 -0.269 -0.038
H -2.607 0.327 0.618 0.242
H 0.767 -1.980 0.926 0.259
H 2.113 0.422 -1.110 0.463
C -0.758 0.017 -0.137 0.467
C 1.689 0.964 -0.402 -1.170
H -2.037 -1.391 0.122 0.216
```

Values from the calculation:
- Charge: 0
- LUMO energy: 0.022 Eh
- Orbital gap: 9.2 eV
- SMILES: CC#CC=C=O.Cl

---

15.
C5H5ClOS in the gas phase, computed with wB97M-V/def2-TZVPD.

```
13
Properties=species:S:1:pos:R:3:mulliken_charge:R:1
C -0.042 -0.133 0.513 1.240
H -0.156 -0.497 -1.651 0.297
C -0.329 1.550 -1.408 -0.757
H 2.140 0.503 0.563 0.317
S -2.027 -2.045 0.044 -0.173
Cl -0.382 1.192 1.712 -0.183
H -0.346 1.655 -2.490 0.261
C 1.491 -0.433 0.641 -0.022
H -0.448 2.410 -0.758 0.263
H -0.704 -1.725 1.906 0.315
O 1.883 -1.517 0.902 -0.413
C -0.868 -1.263 0.940 -0.593
C -0.212 0.301 -0.913 -0.552
```

Values from the calculation:
- Charge: 0
- LUMO energy: -0.035 Eh
- Orbital gap: 8.2 eV
- SMILES: C=C[C@](Cl)(C=O)C=S

---

16.
An isolated ion of composition C5H5F6N2 and charge +1, computed with wB97M-V/def2-TZVPD.

```
18
Properties=species:S:1:pos:R:3:mulliken_charge:R:1
H -0.705 -1.083 2.304 0.235
F -1.495 1.527 -0.111 -0.276
H 1.305 2.229 1.257 0.283
C -1.402 0.336 -0.857 1.057
C 0.379 0.655 1.968 -0.085
H 1.042 1.447 -1.356 0.362
C 1.017 0.697 -0.364 -0.810
C -0.069 -0.270 -0.729 0.129
H 2.040 0.312 -0.421 0.407
H 0.181 1.160 2.845 0.464
F -0.470 -2.528 -0.284 -0.185
N 0.822 1.362 0.949 -0.116
F 1.465 -1.965 -0.968 -0.259
N -0.134 -0.488 1.748 -0.323
C 0.164 -1.731 -1.113 0.744
F -1.549 0.631 -2.090 -0.197
F -0.200 -1.896 -2.379 -0.211
F -2.391 -0.394 -0.398 -0.219
```

Values from the calculation:
- Charge: +1
- LUMO energy (spin up / spin down): -0.274 / -0.274 Eh
- Orbital gap (spin up / spin down): 7.5 / 7.5 eV